Record 1
Computed, not measured: a 2-piece molecular cluster, C4H11NO2 overall, with the ωB97M-V functional and the def2-TZVPD basis.

Atoms and positions in Å:
1 C 1.49880 -1.46497 1.17751
2 C 0.26599 -0.58846 1.04816
3 N 0.35023 0.79254 0.61351
4 C 0.10839 1.26597 -0.68209
5 C 0.19516 0.32312 -1.85905
6 O -0.13208 2.44346 -0.83581
7 H 1.52330 -2.39218 0.58538
8 H 1.77270 -1.69000 2.19151
9 H 2.39721 -0.99222 0.69191
10 H -0.46192 -1.12830 0.43090
11 H -0.27661 -0.62326 2.00211
12 H 0.88093 1.41162 1.20353
13 H 1.18244 0.23528 -2.27557
14 H 0.01555 -0.64388 -1.37628
15 H -0.50520 0.47248 -2.71474
16 O -3.10995 0.73317 0.22047
17 H -2.33983 1.30429 0.26611
18 H -3.36512 0.54135 -0.68756

The value obtained for the energy above the lowest of the compared OMol25 structures with the same formula, charge and spin is 23.9 kcal per mole. Its HOMO energy is -9.803 eV. The value obtained for the LUMO energy is 0.8 eV. Its total energy is -9911.2047 eV. The SMILES is CCNC(C)=O.O. As for the charge: 0.

---

Record 2
Computed, not measured: a 3-piece molecular cluster, C4H11NO2 overall, with the ωB97M-V functional and the def2-TZVPD basis.

Atoms and positions in Å:
1 C 0.41447 0.46069 -0.20403
2 C -0.79238 -1.52756 -0.19364
3 C 1.43836 0.30637 -1.28441
4 C -2.20180 -1.16210 0.09047
5 N 1.71163 1.79634 1.45560
6 O 0.55516 0.01990 0.96637
7 O -0.46622 1.44207 -0.47112
8 H -0.82207 1.74221 0.38158
9 H 2.46400 1.19002 1.79251
10 H 1.15209 1.96134 2.29723
11 H -0.29971 -2.19664 0.49944
12 H -0.50673 -1.67305 -1.23027
13 H 1.96078 -0.64156 -1.16926
14 H 0.98479 0.39006 -2.27239
15 H 2.15576 1.12006 -1.15264
16 H -2.55407 -0.37620 -0.58327
17 H -2.87122 -2.02660 -0.04505
18 H -2.32284 -0.82535 1.12287

The value obtained for the energy above the lowest of the compared OMol25 structures with the same formula, charge and spin is 119.2 kcal per mole. Its HOMO energy (spin up / spin down) is -9.152 / -7.499 eV. The value obtained for the LUMO energy (spin up / spin down) is 0.7 / 0.4 eV. Its total energy is -9907.0746 eV. As for the charge: 0.

---

Record 3
Computed, not measured: a 2-piece molecular cluster, C4H11NO2 overall, with the ωB97M-V functional and the def2-TZVPD basis.

Atoms and positions in Å:
1 C 0.59340 -0.76610 1.94458
2 C -0.19084 0.34948 1.16541
3 O -0.38390 1.46297 1.60827
4 N -0.52899 0.01498 -0.10210
5 C -1.40142 0.93567 -0.87828
6 C -0.35789 -1.30749 -0.67592
7 H 1.45129 -1.00000 1.36763
8 H 1.02250 -0.27648 2.90799
9 H -0.12417 -1.56027 2.19717
10 H -1.73383 1.75220 -0.24530
11 H -2.37594 0.44566 -0.99553
12 H -0.93011 1.14697 -1.85415
13 H -0.64864 -1.20166 -1.72368
14 H 0.69290 -1.61279 -0.77582
15 H -0.87373 -2.17574 -0.23317
16 O 2.13953 0.96847 -1.16952
17 H 2.48094 1.83481 -1.40420
18 H 1.16888 0.98931 -1.13338

The value obtained for the energy above the lowest of the compared OMol25 structures with the same formula, charge and spin is 24.1 kcal per mole. Its HOMO energy is -9.476 eV. The value obtained for the LUMO energy is 0.7 eV. Its total energy is -9911.1964 eV. The SMILES is CC(=O)N(C)C.O. As for the charge: 0.